No. 1
The following is a DFT calculation (ωB97M-V/def2-TZVPD) of a structure of composition B2CsH8 at a distorted geometry.

Charge: -1
Energy above the lowest of the compared OMol25 structures with the same formula, charge and spin, kcal/mol: 252.0
DFT total energy, eV: -2018.568
HOMO level, Eh: -0.1069
LUMO, eV: 2.468

XYZ file:
```
11
Properties=species:S:1:pos:R:3:mulliken_charge:R:1
Cs -11.9006 0.3962 -17.9977 1.02
B -10.7409 2.1484 -17.2842 -0.30
B -13.9448 0.7878 -18.1589 -0.69
H -10.9430 1.5567 -16.4048 -0.15
H -13.6948 0.6603 -17.1170 -0.02
H -11.5805 2.2590 -17.9528 -0.17
H -15.0057 0.8727 -18.3365 -0.38
H -9.9286 1.7149 -17.8468 -0.08
H -13.6627 -0.1717 -18.5636 0.09
H -13.2890 1.5334 -18.5811 -0.01
H -10.3701 3.1032 -16.9450 -0.32
```



No. 2
The following is a DFT calculation (ωB97M-V/def2-TZVPD) of a structure of composition C21H37CrF5GeN5O2PS3Se2 at a distorted geometry.

Expectation value of S²: 6.016
Charge: +2
Energy above the lowest of the compared OMol25 structures with the same formula, charge and spin, kcal/mol: 31.9
DFT total energy, eV: -304922.008
HOMO level (spin up / spin down), Eh: -0.4376 / -0.4410
LUMO (spin up / spin down), eV: -5.207 / -5.210
Spin multiplicity: 5

XYZ file:
```
78
Properties=species:S:1:pos:R:3:lowdin_spin:R:1
Se 9.9567 11.8510 10.5405 0.00
Se 16.3281 9.4354 12.3959 0.04
Ge 16.5981 7.3172 14.8355 0.00
Cr 13.5408 9.7877 11.7282 3.76
S 13.7813 9.8985 9.3866 0.02
S 12.2647 9.4675 13.7263 0.04
S 9.5117 8.2129 13.4185 0.00
P 14.2225 13.1345 12.0637 0.01
F 12.0618 4.3540 8.2577 0.00
F 13.4756 7.6046 11.3238 0.02
F 11.7390 5.4818 10.7809 0.00
F 13.8861 8.3681 6.6866 0.00
F 13.1866 5.7535 6.2823 0.00
O 13.7314 11.7226 12.1159 0.05
O 14.8180 13.6673 10.7940 0.00
N 16.6998 14.1650 12.6133 0.00
N 11.6317 6.8001 13.4657 0.00
N 8.4502 11.7909 12.9282 0.00
N 12.2455 14.5060 10.9820 0.00
N 7.3093 10.9697 11.2791 0.00
C 13.5247 7.6511 7.7651 0.00
C 12.5744 5.5962 8.4988 0.00
C 6.4347 11.1371 12.3239 0.00
C 10.5927 5.7519 13.5390 0.00
C 17.4272 9.5579 10.7689 0.01
C 12.4764 6.0940 9.8053 0.00
C 9.2569 6.3949 13.1746 0.00
C 15.4805 13.4930 13.3346 0.00
C 16.4892 7.5134 12.8567 0.00
C 17.6031 5.7607 15.3874 0.00
C 7.1580 11.5267 13.3816 0.00
C 13.4147 8.2291 9.0199 0.00
C 13.1746 6.3323 7.4834 0.00
C 12.7938 14.3354 12.3872 0.00
C 17.5716 8.8464 15.5933 0.00
C 8.5568 11.4557 11.6040 0.00
C 9.4686 12.2068 13.8199 0.00
C 7.0556 10.2522 10.0567 0.00
C 11.2321 8.0927 13.5044 0.01
C 13.0359 7.3307 10.0436 0.01
C 14.7844 7.0785 15.6235 0.00
H 14.8186 7.2826 16.6983 0.00
H 11.9048 15.4806 10.8226 0.00
H 13.0178 14.3399 10.3002 0.00
H 8.0349 9.7318 9.8490 0.00
H 15.7476 12.5184 13.6285 0.00
H 9.7548 13.2535 13.6239 0.00
H 10.4030 11.6387 13.7132 0.00
H 9.1494 12.1804 14.8904 0.00
H 6.2215 9.5651 10.2297 0.00
H 18.5297 5.9741 15.9721 0.00
H 14.3130 6.1331 15.4803 0.00
H 16.7715 9.9971 9.9778 0.00
H 10.9324 4.9250 12.9233 0.00
H 17.4572 13.4557 12.5097 0.00
H 10.5829 5.4277 14.5923 0.00
H 15.2459 14.0375 14.2425 0.00
H 12.6338 6.5442 13.3577 0.00
H 6.8500 11.8892 14.3280 0.00
H 17.8980 5.1349 14.4648 0.00
H 17.3771 7.1367 12.3381 0.00
H 8.8895 6.2221 12.1261 0.00
H 5.3686 10.9865 12.2201 0.00
H 13.0657 15.3299 12.7997 0.00
H 16.3478 14.3515 11.6387 0.00
H 15.5205 7.0457 12.5609 0.00
H 18.6368 8.8883 15.3025 0.00
H 17.0671 15.0085 13.0653 0.00
H 16.9441 5.1763 16.0426 0.00
H 18.1947 10.3526 10.9406 0.00
H 17.8191 8.5823 10.4103 0.00
H 14.0718 7.8710 15.2610 0.00
H 8.4696 6.1074 13.9077 0.00
H 17.5423 8.6424 16.6883 0.00
H 17.0578 9.7886 15.4984 0.00
H 11.5528 13.7904 10.7430 0.00
H 6.8223 11.0181 9.2706 0.00
H 11.9856 13.9117 12.9277 0.00
```



No. 3
The following is a DFT calculation (ωB97M-V/def2-TZVPD) of a structure of composition C36H30F4GeMgN7OP.

Charge: +2
Energy above the lowest of the compared OMol25 structures with the same formula, charge and spin, kcal/mol: 0.0
DFT total energy, eV: -132402.811
HOMO level, Eh: -0.5213
LUMO, eV: -8.139

XYZ file:
```
81
Properties=species:S:1:pos:R:3:mulliken_charge:R:1
Ge -0.1578 -0.7325 1.1533 1.77
P 3.6572 2.1815 -2.4446 0.95
Mg 2.0001 1.3244 -0.6957 0.78
F -4.2910 3.3058 1.8674 -0.32
F -6.6696 2.3739 1.2026 -0.29
F -2.3947 1.2198 -1.9366 -0.44
F -4.7446 0.2363 -2.5874 -0.36
O 2.6292 1.5946 1.0788 -0.43
N -7.4293 -0.9726 -2.9636 -0.41
N 0.1947 2.3782 -0.8810 -0.64
N -1.2201 3.8156 2.5837 -0.63
N 1.8406 2.6682 2.9187 -0.15
N -9.2221 0.9920 0.3464 -0.35
N 3.7774 1.4349 3.0062 -0.07
N 4.1353 -1.5314 -4.7976 -0.48
C 4.0154 3.9242 -2.0659 -1.28
C 1.7770 -1.9986 4.6505 -0.75
C -4.3146 -1.0466 1.4782 -0.88
C 0.7960 -3.2028 2.3467 -0.08
C -2.0115 -1.1379 0.7371 0.19
C 2.5726 -1.3115 -2.7501 0.29
C 2.2833 -1.3600 -0.3635 0.35
C 3.0845 2.2085 -4.1680 -1.25
C -8.2332 0.8718 -0.2250 -0.21
C 0.6750 -1.8222 2.5087 -0.19
C 1.8973 -3.3697 4.4765 -0.54
C -4.6984 -1.8173 0.3866 -0.66
C -2.0077 2.7318 0.3887 0.83
C 4.0009 1.6867 4.4225 -1.04
C -7.0465 0.6569 -0.9983 1.36
C 1.4061 -3.9726 3.3254 -0.75
C -0.8085 2.4807 -0.3244 0.11
C -7.2443 -0.2542 -2.0870 -0.20
C -4.6503 0.9703 -1.5023 0.20
C -3.7487 -2.2436 -0.5320 -0.95
C -5.8426 1.2189 -0.7074 0.14
C 0.9629 -0.8948 -0.4861 -1.54
C -1.6855 3.3685 1.6322 -0.30
C 2.7434 1.8970 2.3062 0.32
C -2.4110 -1.9118 -0.3514 0.16
C 0.4748 -0.6457 -1.7802 1.38
C -3.2480 2.2753 0.0096 0.75
C -2.9800 -0.7048 1.6476 -0.78
C 1.1695 -1.2269 3.6686 -0.16
C -5.6378 2.0787 0.4478 0.13
C 3.4186 -1.4632 -3.9029 -0.30
C -3.4542 1.4781 -1.1658 0.52
C -4.4261 2.5554 0.7846 0.30
C 1.2658 -0.8516 -2.9038 -0.78
C 5.2939 1.3993 -2.5214 -1.24
C 3.0848 -1.5683 -1.4792 -0.91
H 4.9085 1.1736 4.7238 0.32
H -4.0461 -2.8515 -1.3766 0.48
H 2.6789 -1.5790 0.6219 0.46
H 4.4526 4.0096 -1.0710 0.39
H 3.1765 1.2993 5.0236 0.34
H 1.0612 -0.1570 3.8185 0.37
H 5.2111 0.3739 -2.8804 0.29
H -1.6818 -2.2833 -1.0628 0.51
H 1.4911 -5.0433 3.1963 0.44
H 1.9377 2.9395 3.8821 0.22
H 5.9345 1.9527 -3.2094 0.45
H 5.7568 1.3957 -1.5347 0.36
H 2.3650 -3.9728 5.2431 0.41
H 3.0979 4.5125 -2.0947 0.40
H 4.1347 2.7515 4.6176 0.36
H 4.7164 4.3318 -2.7952 0.47
H 3.0096 1.1942 -4.5596 0.29
H 0.4057 -3.6897 1.4589 0.42
H 4.4220 0.8538 2.4982 0.28
H -5.7343 -2.1101 0.2648 0.64
H 4.0973 -1.9347 -1.3705 0.55
H -5.0491 -0.7345 2.2111 0.52
H -2.6933 -0.1154 2.5138 0.43
H 2.1092 2.6905 -4.2358 0.37
H 3.7949 2.7613 -4.7841 0.46
H -0.0900 0.7310 1.6402 -0.80
H 1.0443 3.0267 2.4173 0.03
H 2.1431 -1.5359 5.5581 0.42
H -0.5407 -0.2959 -1.9169 0.34
H 0.8738 -0.6628 -3.8947 0.60
```



No. 4
The following is a DFT calculation (ωB97M-V/def2-TZVPD) of a structure of composition C18H28N2O2 at a distorted geometry.

Charge: 0
Energy above the lowest of the compared OMol25 structures with the same formula, charge and spin, kcal/mol: 445.3
DFT total energy, eV: -26178.855
HOMO level, Eh: -0.2863
LUMO, eV: 0.564

XYZ file:
```
50
Properties=species:S:1:pos:R:3:mulliken_charge:R:1
O 2.7738 -2.3465 0.6518 -0.51
O 2.1148 2.0803 2.4695 -0.28
N 1.5443 -0.4595 1.0314 0.38
N -1.4489 -1.3666 -0.1221 0.51
C 0.1470 0.0426 1.4456 -1.96
C -3.9905 -0.6129 1.0142 -0.30
C 2.7411 1.1119 2.2803 -1.50
C 3.9259 -0.1011 -1.7581 -2.32
C 1.7232 -1.8740 0.6120 0.67
C -5.7104 1.1158 0.5430 -0.43
C -0.8752 0.0277 0.2431 -0.73
C -2.5007 -1.1327 -0.9709 -2.25
C -5.0271 0.3175 1.4165 -0.40
C 2.6941 0.1628 0.8855 -1.01
C -5.2662 1.3328 -0.6314 -0.42
C -3.7131 -0.4620 -0.2711 0.32
C 2.6727 1.3077 -0.1628 -0.91
C 2.6884 0.5320 -1.6962 1.64
C -0.5034 -2.3654 -0.2845 -0.55
C 0.5410 -2.9083 0.7796 -1.47
C -4.2992 0.3877 -1.1958 -0.36
C 2.4729 1.7832 -2.5192 -1.49
H 3.4885 -0.4554 0.9037 1.13
H -6.4458 1.7559 0.9051 0.42
H -3.5345 -1.2582 1.5726 0.85
H -0.0050 -2.2036 -1.2875 0.35
H -0.0563 -2.7417 1.7631 0.24
H -4.0129 0.5740 -2.2018 0.41
H 0.9735 -3.6585 0.5277 0.83
H 2.2278 2.4904 3.3514 0.41
H -2.1624 -1.0082 -1.7799 1.17
H -1.5500 0.7858 0.3127 0.89
H 4.8028 0.6749 -1.7679 0.22
H 3.3686 2.5177 -2.5773 0.26
H -3.0448 -2.1825 -0.9621 0.40
H 4.0311 -0.8551 -1.2572 0.84
H 4.0160 1.2560 2.4579 0.22
H 2.5638 1.4331 -3.6253 0.39
H 1.6779 2.1662 -0.0351 0.24
H 3.9256 -0.4882 -2.6734 0.66
H 3.3917 2.1114 -0.1516 0.69
H -1.2023 -3.2360 -0.3747 0.39
H 0.3470 1.2038 1.3175 0.10
H 2.7030 0.4138 3.0534 0.61
H -5.7501 2.2230 -1.2412 0.22
H 1.5282 2.2560 -2.4630 0.42
H -5.3345 0.1054 2.7652 0.11
H 1.7250 0.0376 -1.5565 -0.41
H -0.1634 -0.5129 2.1052 1.31
H -0.2132 0.0219 -0.8414 0.01
```